Computed, not measured: C16H14AlBr3ClF25MgN4O8P as an isolated structure, with ωB97M-V/def2-TZVPD.

Each line ends with the Löwdin charge.
Atoms and positions in Å:
F: 3.336 -2.307 2.220  0.17
C: 3.308 -2.395 0.863  -0.37
F: 4.467 -2.988 0.436  0.17
F: 3.156 -1.130 0.258  -0.08
C: 2.018 -3.115 0.343  -0.28
F: 2.346 -4.360 -0.153  0.14
F: 1.106 -3.360 1.336  0.14
C: 1.504 -2.265 -0.829  -0.29
F: 2.568 -2.096 -1.683  0.16
F: 0.568 -2.969 -1.545  0.15
C: 0.935 -0.841 -0.424  -0.27
F: 1.831 0.038 -0.912  0.08
F: -0.247 -0.596 -1.100  0.13
C: 0.596 -0.536 1.086  -0.26
F: 1.302 -1.254 2.007  0.13
F: 0.879 0.772 1.382  0.08
C: -0.934 -0.621 1.434  -0.31
F: -1.638 0.349 0.806  0.02
F: -0.980 -0.359 2.779  0.15
C: -1.712 -1.965 1.249  -0.29
F: -1.376 -2.816 2.267  0.16
F: -1.471 -2.557 0.047  0.15
C: -3.267 -1.695 1.363  -0.35
F: -3.557 -0.662 2.195  0.18
F: -3.860 -2.821 1.845  0.18
N: -3.872 -1.434 0.047  0.09
C: -4.560 -2.246 -0.812  0.03
N: -4.967 -1.534 -1.878  0.15
N: -4.530 -0.280 -1.702  0.15
N: -3.882 -0.223 -0.559  0.14
H: -4.741 -3.288 -0.608  0.16
H: -3.476 0.640 -0.200  0.16
C: 5.264 -6.397 -1.135  -0.05
C: 3.899 -6.967 -1.462  -0.33
O: 4.149 -8.354 -1.471  0.13
C: 5.192 -8.597 -0.619  -0.54
O: 5.489 -9.660 -0.195  0.20
O: 5.826 -7.433 -0.326  0.07
F: 3.462 -6.576 -2.685  0.08
H: 5.864 -6.266 -2.036  0.15
H: 5.223 -5.460 -0.590  0.12
H: 3.124 -6.747 -0.725  0.16
C: -2.960 4.025 0.393  -1.50
Br: -1.259 3.157 0.611  0.64
Br: -2.856 5.971 0.681  0.32
Br: -3.720 3.633 -1.307  1.00
H: -3.628 3.632 1.146  -0.02
Cl: 3.759 1.200 0.518  0.86
C: -1.198 4.540 -3.477  -0.94
O: -0.971 3.472 -4.023  0.26
O: -2.056 5.375 -3.843  0.32
O: -0.623 4.975 -2.451  0.25
Mg: -1.598 8.308 1.712  0.45
C: 2.429 3.933 4.046  -0.04
C: 1.571 5.174 3.924  -0.40
O: 1.363 5.606 2.593  -0.13
H: 3.408 4.141 3.618  0.10
H: 2.547 3.636 5.086  0.09
H: 1.996 3.096 3.489  0.08
H: 2.001 6.010 4.474  0.14
H: 0.562 4.964 4.382  -0.12
H: 0.985 4.900 2.049  0.06
Al: -0.955 5.488 3.723  0.80
F: 2.429 1.981 0.206  -0.58
F: -5.034 2.498 -4.165  -0.20
P: -6.362 2.364 -3.185  0.42
F: -6.894 3.694 -3.994  -0.18
F: -5.118 2.478 -2.011  -0.62
F: -7.026 1.519 -4.427  -0.18
F: -7.280 2.996 -1.970  -0.19
F: -6.661 0.907 -2.387  -0.24
O: 5.324 3.261 -1.972  -0.06
H: 4.627 3.149 -2.626  0.04
H: 4.861 3.287 -1.130  -0.01

Calculated values
* orbital gap: 2.786 eV
* LUMO: -7.12 eV
* total charge: +1
* E: -351056.45901 eV
* E_HOMO: -9.91 eV


Computed, not measured: one molecule with the formula C22H28N4O5, with ωB97M-V/def2-TZVPD.

Each line ends with the Löwdin charge.
Atoms and positions in Å:
C: -4.195 0.121 -7.181  -0.06
C: -3.004 -0.797 -6.949  -0.22
O: -2.044 -0.203 -6.076  -0.01
C: -2.311 -0.298 -4.757  -0.54
O: -3.252 -0.897 -4.291  0.09
N: -1.408 0.380 -4.003  -0.04
C: -1.452 0.252 -2.564  -0.11
C: -0.238 -0.556 -2.088  -0.11
N: 0.965 0.078 -2.576  -0.06
C: 2.077 0.296 -1.852  -0.06
C: 2.422 0.443 -0.500  -0.06
N: 1.807 0.670 0.666  -0.06
C: 0.481 1.210 0.839  -0.11
C: -0.320 0.317 1.796  -0.16
N: 0.401 0.235 3.045  -0.11
C: -0.298 -0.101 4.213  -0.24
C: 0.289 0.148 5.452  -0.02
C: -0.373 -0.123 6.635  -0.02
C: -1.662 -0.643 6.611  -0.28
O: -2.411 -0.945 7.712  -0.09
C: -1.852 -0.719 8.982  -0.10
C: -2.261 -0.885 5.377  0.00
C: -1.591 -0.626 4.200  -0.02
C: 1.726 -0.326 2.859  -0.13
C: 2.529 0.571 1.915  -0.11
C: 3.861 0.343 -0.815  -0.28
O: 4.858 0.142 -0.158  0.09
C: 3.483 0.407 -2.274  -0.28
O: 4.037 0.608 -3.332  0.08
C: 1.019 0.146 -4.022  -0.10
C: -0.185 0.961 -4.511  -0.10
H: -4.871 -0.335 -7.899  0.08
H: -4.727 0.278 -6.246  0.07
H: -3.862 1.082 -7.566  0.08
H: -3.339 -1.746 -6.517  0.12
H: -2.460 -0.981 -7.877  0.12
H: -2.383 -0.249 -2.298  0.13
H: -1.435 1.255 -2.121  0.13
H: -0.214 -0.636 -1.004  0.10
H: -0.309 -1.569 -2.508  0.14
H: 0.565 2.206 1.292  0.14
H: -0.019 1.309 -0.123  0.11
H: -0.467 -0.677 1.336  0.13
H: -1.295 0.773 1.973  0.13
H: 1.279 0.576 5.498  0.11
H: 0.127 0.087 7.567  0.10
H: -1.620 0.340 9.139  0.09
H: -0.946 -1.315 9.136  0.09
H: -2.611 -1.029 9.698  0.09
H: -3.260 -1.291 5.363  0.12
H: -2.086 -0.847 3.268  0.10
H: 1.662 -1.337 2.421  0.14
H: 2.233 -0.402 3.819  0.12
H: 2.629 1.568 2.362  0.14
H: 3.521 0.158 1.733  0.12
H: 1.954 0.611 -4.330  0.12
H: 0.967 -0.865 -4.446  0.14
H: -0.219 0.977 -5.599  0.13
H: -0.107 1.988 -4.136  0.13

Calculated values
* orbital gap: 8.192 eV
* LUMO: 0.48 eV
* total charge: 0
* energy relative to the best compared isomer or geometry (same formula, charge and spin): 242.2 kJ/mol
* E: -39465.34616 eV
* E_HOMO: -7.71 eV
* SMILES string: CCOC(=O)N1CCN(c2c(N3CCN(c4ccc(OC)cc4)CC3)c(=O)c2=O)CC1


Computed, not measured: a 2-piece molecular cluster, C4H10O2 overall, with ωB97M-V/def2-TZVPD.

Each line ends with the Löwdin charge.
Atoms and positions in Å:
C: -1.643 0.172 -0.355  -0.23
C: 1.477 0.205 -0.735  -0.35
C: -1.897 -1.198 0.020  -0.07
C: 2.083 0.589 0.615  -0.10
O: 0.209 -0.375 -0.594  -0.29
O: -1.719 1.177 0.523  0.06
H: -1.569 0.848 1.420  0.12
H: -1.809 0.519 -1.368  0.14
H: 1.411 1.096 -1.379  0.11
H: 2.144 -0.505 -1.249  0.11
H: -2.478 -1.764 -0.701  0.08
H: -0.709 -1.468 -0.125  0.13
H: -2.188 -1.340 1.059  0.08
H: 1.491 1.379 1.081  0.06
H: 2.085 -0.275 1.283  0.07
H: 3.111 0.942 0.507  0.07

Calculated values
* orbital gap: 9.936 eV
* LUMO: 0.83 eV
* total charge: 0
* energy relative to the best compared isomer or geometry (same formula, charge and spin): 316.7 kJ/mol
* E: -8402.26475 eV
* E_HOMO: -9.11 eV


Computed, not measured: C37H40Br2N9O2Ti as an isolated structure, with ωB97M-V/def2-TZVPD.

Each line ends with the Löwdin charge.
Atoms and positions in Å:
Ti: -0.895 -0.053 -0.731  0.97
C: -4.535 2.597 -0.520  -0.05
C: -3.237 3.355 -0.573  -0.20
C: -3.293 4.693 -0.943  -0.05
C: -2.175 5.512 -0.904  -0.07
C: -0.990 5.001 -0.419  -0.04
C: -0.883 3.666 -0.034  -0.21
C: 0.397 3.231 0.627  -0.04
C: -1.991 2.818 -0.190  -0.17
N: -1.771 1.419 -0.009  -0.07
C: -2.293 0.368 0.742  -0.44
C: -3.680 -0.229 0.606  -0.05
C: -1.707 0.196 2.128  -0.29
C: -2.078 1.238 3.138  0.03
N: -0.979 -0.835 2.308  0.14
C: -0.437 -1.178 3.581  -0.20
C: 0.603 -0.457 4.173  -0.20
C: 1.170 0.788 3.552  -0.03
C: 1.126 -0.927 5.377  -0.04
C: 0.632 -2.068 5.979  -0.07
C: -0.396 -2.776 5.371  -0.04
C: -0.932 -2.352 4.165  -0.22
C: -2.028 -3.133 3.493  -0.04
H: -5.343 3.239 -0.866  0.08
H: -4.768 2.306 0.503  0.08
H: -4.537 1.700 -1.134  0.01
H: -4.248 5.101 -1.251  0.11
H: -2.246 6.549 -1.204  0.11
H: -0.125 5.643 -0.301  0.12
H: 0.651 3.932 1.423  0.10
H: 0.308 2.245 1.072  0.03
H: 1.247 3.233 -0.059  0.07
H: -4.016 -0.257 -0.431  0.05
H: -4.435 0.307 1.184  0.08
H: -3.672 -1.252 0.990  0.07
H: -1.633 2.191 2.837  0.09
H: -1.749 0.987 4.143  0.09
H: -3.161 1.379 3.136  0.09
H: 1.093 0.754 2.468  0.03
H: 2.219 0.912 3.817  0.08
H: 0.648 1.687 3.889  0.09
H: 1.938 -0.379 5.840  0.12
H: 1.048 -2.414 6.916  0.11
H: -0.786 -3.673 5.835  0.11
H: -2.309 -3.996 4.093  0.08
H: -1.701 -3.503 2.515  0.05
H: -2.923 -2.527 3.333  0.08
C: 4.944 -2.420 -3.382  -0.04
C: 4.104 -2.840 -2.214  -0.26
C: 4.627 -3.597 -1.166  -0.01
C: 3.833 -3.931 -0.087  -0.08
C: 2.517 -3.494 -0.111  -0.71
Br: 1.385 -3.925 1.367  0.82
N: 1.983 -2.783 -1.075  0.04
C: 2.779 -2.456 -2.101  -0.10
H: 5.529 -3.257 -3.763  0.09
H: 5.638 -1.637 -3.074  0.07
H: 4.328 -2.034 -4.194  0.08
H: 5.663 -3.911 -1.189  0.13
H: 4.216 -4.503 0.744  0.11
H: 2.324 -1.838 -2.869  0.11
C: -0.020 -2.866 -4.547  0.02
O: -0.339 -3.400 -3.242  0.03
C: -0.621 -2.543 -2.301  -0.57
O: -0.546 -1.310 -2.432  -0.08
N: -1.088 -3.101 -1.167  0.08
N: -1.197 -2.188 -0.101  0.01
H: -0.012 -3.727 -5.205  0.11
H: 0.959 -2.395 -4.523  0.09
H: -0.780 -2.151 -4.851  0.10
H: -0.808 -4.052 -0.956  0.16
H: -0.427 -2.312 0.569  0.00
H: -2.050 -2.379 0.416  0.09
N: 1.031 0.026 -0.092  0.12
C: 2.128 0.355 0.141  -0.17
C: 3.392 0.784 0.402  -0.24
C: 4.505 0.123 -0.180  -0.19
N: 5.402 -0.408 -0.669  0.18
C: 3.565 1.904 1.262  -0.23
N: 3.671 2.824 1.947  0.18
Br: -2.936 0.626 -3.117  0.94
C: -1.302 1.561 -3.380  -0.66
C: -1.110 2.266 -4.550  -0.07
C: 0.115 2.895 -4.706  -0.02
C: 1.078 2.764 -3.718  -0.01
C: 0.790 2.001 -2.602  -0.08
N: -0.396 1.401 -2.429  -0.03
H: -1.892 2.330 -5.290  0.11
H: 0.314 3.474 -5.597  0.12
H: 2.047 3.234 -3.805  0.12
H: 1.524 1.856 -1.824  0.10

Calculated values
* orbital gap: 7.569 eV
* LUMO: -3.06 eV
* total charge: +1
* energy relative to the best compared isomer or geometry (same formula, charge and spin): 74.1 kJ/mol
* E: -219720.40664 eV
* E_HOMO: -10.63 eV


Computed, not measured: a 2-piece molecular cluster, CHF2O2S overall, with ωB97M-V/def2-TZVPD.

Each line ends with the Löwdin charge.
Atoms and positions in Å:
C: 0.293 0.842 -0.005  -0.34
O: 3.215 -0.040 1.270  -0.56
O: 3.158 -0.744 -1.023  -0.54
F: -0.383 0.175 -1.029  -0.15
F: 0.257 2.179 -0.422  -0.15
S: 3.021 0.381 -0.111  0.72
H: -0.511 0.724 0.684  0.03

Calculated values
* orbital gap (spin up / spin down): 6.914 / 6.913 eV
* LUMO (spin up / spin down): 3.86 / 3.86 eV
* total charge: -1
* energy relative to the best compared isomer or geometry (same formula, charge and spin): 105.9 kJ/mol
* E: -21417.76967 eV
* E_HOMO (spin up / spin down): -3.05 / -3.05 eV


Computed, not measured: a 2-piece molecular cluster, C9H16N3O2S overall, with ωB97M-V/def2-TZVPD.

Each line ends with the Löwdin charge.
Atoms and positions in Å:
C: 4.060 0.340 1.094  -0.04
C: 2.744 0.910 1.003  -0.09
C: 4.506 -0.613 0.201  -0.13
C: 2.659 -0.319 -1.089  -0.07
C: 2.036 0.473 -0.080  -0.34
C: -4.196 1.073 -0.490  -0.04
C: -0.624 -1.777 -0.896  0.16
C: -2.859 0.257 -0.566  -0.24
C: -2.000 0.248 0.634  -0.18
N: 3.879 -0.887 -0.896  0.22
N: 0.040 -0.645 1.566  0.05
N: -0.633 -0.258 0.444  -0.27
O: 0.199 2.318 0.299  -0.21
O: 0.003 0.952 -1.750  -0.25
S: 0.415 1.103 -0.389  0.78
H: 4.758 0.658 1.822  0.11
H: 2.412 1.706 1.687  0.13
H: 5.519 -1.120 0.260  0.17
H: 2.069 -0.604 -1.921  0.11
H: -4.757 0.798 -1.278  0.04
H: -4.733 0.719 0.342  0.07
H: -4.089 2.149 -0.485  0.09
H: -1.037 -1.239 -1.862  0.11
H: 0.304 -2.175 -0.872  -0.01
H: -1.278 -2.632 -0.440  0.11
H: -2.419 0.512 -1.434  0.05
H: -3.223 -0.782 -0.868  0.14
H: -1.743 1.326 0.971  0.16
H: -2.539 -0.202 1.393  0.12
H: 1.011 -0.909 1.447  0.09
H: -0.483 -1.382 2.154  0.17

Calculated values
* orbital gap (spin up / spin down): 5.631 / 6.507 eV
* LUMO (spin up / spin down): -4.00 / -6.98 eV
* total charge: +1
* spin multiplicity: 3
* energy relative to the best compared isomer or geometry (same formula, charge and spin): 158.5 kJ/mol
* E: -28977.00530 eV
* E_HOMO (spin up / spin down): -9.63 / -13.48 eV


In order of appearance, max |F| = 5.12 0.90 2.06 0.55 2.01 5.81 eV Å⁻¹.